1.
Formula: C41H63Cl6F9N7O10S2
Source: OMol25
Level of theory: ωB97M-V/def2-TZVPD

Geometry as XYZ:
```
138
Properties=species:S:1:pos:R:3
Cl 3.0098 -9.0531 1.3376
Cl -3.6470 -8.2653 4.7618
Cl -3.5286 -8.7376 1.9326
Cl 0.0815 6.7376 0.7065
Cl 3.0921 -8.4914 4.2046
Cl 0.1927 6.4909 3.6196
S 1.4118 -1.2338 3.3278
S 1.9932 -0.7357 0.8592
F -4.7426 4.6501 -9.0811
F 4.5966 0.1789 0.2659
F 2.9435 1.6340 -0.1152
F -0.6073 0.3837 3.9731
F 8.3054 -3.5457 -6.9021
F 1.3370 1.0286 4.8214
F 0.2825 -0.6214 5.7451
F 13.8155 6.2365 -3.7433
F 3.2893 0.0866 -1.4565
O 2.4329 -1.9686 4.0616
O 3.3170 -1.3208 -12.3712
O -11.1737 1.4208 5.3332
O 0.3726 -2.0937 2.7749
O -7.7920 -3.6384 0.3059
O 0.6617 -0.5045 0.2427
O 2.4798 -2.0967 0.7107
O -1.9896 8.0436 12.0677
O 8.4935 1.4138 5.4939
O -2.5535 -4.2473 -5.8532
N -4.2840 -4.4561 -4.4274
N 2.1337 -0.1042 2.1935
N -8.1578 -1.5976 1.1698
N 1.3911 -1.9666 -11.3194
N -1.7138 5.9930 13.1005
N -10.9085 1.3889 7.5681
N 6.4200 1.7845 4.6176
C -2.9947 -4.6309 -4.7629
C 10.7307 3.5628 -4.3523
C -1.4124 5.2684 11.8884
C -9.9580 -3.2578 1.1397
C -12.2447 0.7271 7.8592
C -2.3133 7.8624 14.4623
C 6.8029 -5.3612 -6.9501
C 11.9142 3.1009 -3.7954
C -5.0392 5.3265 -5.5621
C -5.3144 -3.8484 -5.2978
C -2.0309 -5.2950 -3.7978
C -3.7246 3.2576 -5.8554
C 0.5304 -0.0324 4.6052
C 6.1138 -6.3413 -4.8690
C 6.8145 -5.4443 -4.1941
C 12.7504 5.3947 -3.9108
C 7.5349 -0.3925 4.3243
C -8.5568 -2.8525 0.8270
C 7.6286 -4.4843 -4.8384
C 3.0106 -0.7455 -10.0914
C -9.4504 2.7677 6.2778
C 7.4821 1.0708 4.8432
C -6.8088 -1.1620 0.9255
C 0.6338 -2.6161 -12.3465
C 10.4822 4.8965 -4.6324
C -10.5736 1.7790 6.3387
C -4.2705 4.2927 -5.0440
C 0.2299 5.5768 2.0563
C -4.5458 4.4923 -7.7576
C 3.0653 -7.7912 2.5614
C -4.2581 -7.7831 3.1835
C 7.5499 -4.4625 -6.2299
C 6.0225 -6.2984 -6.2549
C -5.1460 5.4202 -6.9205
C 6.2278 3.1187 5.2926
C 12.9670 3.9956 -3.6418
C 11.4735 5.8340 -4.3733
C -3.8146 3.4067 -7.2486
C -1.9397 7.3139 13.1216
C 3.3646 0.3760 -0.1753
C 2.5570 -1.3704 -11.3820
H -2.1472 -4.8173 -2.8250
H -10.5440 1.7830 8.4236
H 12.0886 2.0546 -3.5920
H -1.0012 -5.2494 -4.1523
H -4.5805 -4.7356 -3.5032
H -0.6912 4.4902 12.1380
H -1.8938 5.4861 13.9554
H -5.6912 -4.5234 -6.0663
H 0.9719 -1.9563 -10.4006
H 3.8362 -7.0424 2.3794
H -3.1813 2.4565 -5.3763
H -6.6530 -1.1296 -0.1528
H -1.0311 5.9969 11.1729
H 7.1123 3.7279 5.4789
H -4.0328 -6.7346 2.9886
H -3.3151 2.7164 -7.9122
H 13.9684 3.6886 -3.3785
H 8.1559 -3.7043 -4.3092
H -12.1446 0.3915 8.8915
H 9.9814 2.8087 -4.5429
H -8.8575 -0.9923 1.5749
H 2.6485 0.2822 -10.1205
H -12.5116 -0.0977 7.1985
H -4.1739 4.2252 -3.9705
H 11.1872 6.8689 -4.4897
H 6.6957 -5.3067 -8.0233
H -5.5797 6.0748 -5.0014
H 5.6614 1.4997 4.0147
H 4.0987 -0.7025 -10.1387
H 6.7883 -5.5073 -3.1163
H 7.2746 -1.2116 4.9946
H 1.1683 5.0501 1.8827
H 6.7824 -0.5446 3.5505
H -2.2621 4.7294 11.4694
H -9.7965 3.6423 5.7270
H -10.4741 -2.4892 1.7150
H -6.1824 -3.8604 -4.6387
H 5.7067 2.9571 6.2362
H -8.5647 2.2883 5.8608
H 2.7579 -1.3111 -9.1946
H -0.0461 -3.4296 -12.0932
H 9.4760 5.1041 -4.9653
H -13.0197 1.4822 7.9908
H -0.5197 4.7858 2.0328
H -5.0507 -2.8858 -5.7361
H -2.1603 -6.3742 -3.7157
H -3.0396 7.1884 14.9166
H -10.5366 -3.4501 0.2362
H 5.3739 -6.9575 -6.8129
H -5.8247 6.1262 -7.3757
H 5.6508 -7.1137 -4.2729
H -0.0420 -1.8343 -12.6931
H -2.8400 8.8073 14.3282
H -6.0706 -1.8534 1.3320
H -5.3357 -7.9235 3.0993
H 1.2724 -2.9021 -13.1822
H 5.4585 3.6524 4.7344
H -9.1578 3.1422 7.2587
H -9.9448 -4.1613 1.7492
H 8.5409 -0.5363 3.9300
H -6.7486 -0.2125 1.4575
H 2.0762 -7.3432 2.4665
H -1.5312 7.9219 15.2191
```

The molecular weight is 1261.8 u. The value obtained for the energy is -195706.5768 eV. Its net charge is -1. For the largest force on an atom, the calculation gives 7.1 eV/Å. The LUMO energy comes out at 1.47 eV.



2.
Formula: C11H20N4O4
Source: OMol25
Level of theory: ωB97M-V/def2-TZVPD

Geometry as XYZ:
```
39
Properties=species:S:1:pos:R:3
O -0.8205 -1.9847 4.4526
O -1.0512 0.8886 0.7808
O 0.2391 1.0931 -4.3927
O 2.2428 2.5999 0.1235
N -1.9152 -1.3279 2.6345
N 0.7287 -0.3045 1.7127
N -1.4385 -0.2751 -4.4557
N 0.9266 1.4428 -1.3251
C 1.7658 3.4485 -2.0932
C 1.6934 2.4524 -0.9823
C -3.0879 -2.1512 2.7727
C -0.8497 -1.3087 3.4445
C 0.4688 -0.9233 -3.1042
C -0.1460 -0.7515 -1.6654
C 0.6504 0.0643 -0.6456
C 0.3225 -0.3023 3.1097
C -0.2559 0.0395 -4.0694
C 0.0467 0.2988 0.7462
C 1.5108 -0.5388 3.9384
H 0.2221 -1.9671 -3.3170
H 0.0257 0.6220 3.5498
H 1.6598 -1.5970 3.8323
H -2.6470 -3.1816 2.7871
H 2.7295 3.9413 -2.0700
H -3.6073 -1.7045 3.5463
H -1.9588 -1.0533 -4.1622
H -1.1710 -0.4190 -1.7517
H 1.5942 2.9869 -3.0946
H 1.5390 -0.6593 -3.1009
H 1.3150 -0.3531 4.9290
H 0.4272 1.6982 -2.1703
H -3.8011 -1.8916 2.0396
H -0.1563 -1.7615 -1.2531
H 2.4112 -0.0773 3.5928
H 1.6102 -0.5604 1.3550
H 1.6150 -0.5216 -0.5280
H -1.9715 -0.6020 1.8703
H 1.0376 4.2051 -1.9432
H -1.9046 0.4359 -5.0932
```

As for the relative energy (zero: lowest compared OMol25 entry of this formula, charge and spin): 55.38 kcal/mol. The molecular weight is 272.3 u. The value obtained for the energy is -25881.9643 eV. The structure (SMILES) is CNC(=O)[C@@H](C)NC(=O)[C@@H](CCC(N)=O)NC(C)=O. Its net charge is 0. For the largest force on an atom, the calculation gives 5.1 eV/Å. The LUMO energy comes out at 0.34 eV.



3.
Formula: C21H20F5NP2RhSSe
Source: OMol25
Level of theory: ωB97M-V/def2-TZVPD

Geometry as XYZ:
```
52
Properties=species:S:1:pos:R:3
Rh 0.5027 0.0340 0.2931
Se -1.2409 -0.9596 1.6441
S 2.7780 0.7362 0.3346
P -0.5459 2.1481 -0.2805
P -0.0983 -0.6488 -1.8977
F 6.1798 -4.0557 0.5844
F 1.8980 -2.0530 0.7159
F 5.7398 0.6177 0.1184
F 3.4606 -4.2838 0.8096
F 7.3047 -1.5939 0.2541
N -2.6896 -0.9170 6.0727
C -3.4409 2.2463 -3.1791
C 3.2492 -1.9482 0.6045
C -3.0822 -1.3872 3.7891
C -1.6403 1.6939 -1.6773
C 3.7896 -0.6728 0.4229
C -1.4752 -0.4987 5.7918
C 1.0990 -0.3656 -3.2542
C 5.9868 -1.7107 0.3658
C -1.6716 2.9863 0.8996
C -0.9656 -0.5058 4.5013
C 5.1838 -0.5779 0.3045
C -3.4872 -1.3326 5.1140
C -1.4490 0.4906 -2.3621
C 0.4147 3.5178 -1.0314
C -2.2663 0.1755 -3.4406
C -3.2533 1.0508 -3.8527
C -2.6405 2.5631 -2.0973
C 4.0302 -3.0898 0.6573
C 5.4142 -2.9728 0.5391
C -1.7902 -0.9643 3.4813
C -0.7565 -2.3213 -2.2557
H -1.1152 3.2220 1.8070
H 1.0314 3.9982 -0.2736
H 0.5984 -0.4448 -4.2189
H -2.1280 -0.7577 -3.9628
H -2.7958 3.4963 -1.5785
H -0.2649 4.2449 -1.4775
H -4.2125 2.9306 -3.4932
H 1.5299 0.6288 -3.1458
H 1.8965 -1.1044 -3.1901
H 1.0675 3.1103 -1.8026
H -0.8796 -0.1581 6.6274
H -1.7070 -2.4515 -1.7391
H -3.7482 -1.7573 3.0250
H -4.4772 -1.6501 5.4114
H -3.8730 0.7992 -4.6981
H 0.0419 -0.1737 4.3062
H -2.4810 2.3008 1.1526
H -2.0791 3.9063 0.4837
H -0.0536 -3.0632 -1.8771
H -0.8883 -2.4774 -3.3256
```

As for the relative energy (zero: lowest compared OMol25 entry of this formula, charge and spin): 50.73 kcal/mol. The molecular weight is 657.3 u. The value obtained for the energy is -134939.6924 eV. Its net charge is +1. For the largest force on an atom, the calculation gives 2.1 eV/Å. The LUMO energy (alpha / beta) comes out at -5.18 / -5.31 eV.



4.
Formula: C6H13N5S
Source: OMol25
Level of theory: ωB97M-V/def2-TZVPD

Geometry as XYZ:
```
25
Properties=species:S:1:pos:R:3
S -3.0260 -2.0310 0.1666
N -4.6365 1.3018 -0.7974
N 0.4689 -0.1154 -0.2505
N -4.4437 -0.0035 -0.9909
N -3.9892 1.7077 0.2139
N -3.2328 0.6387 0.7138
C -3.6019 -0.4521 -0.1019
C -0.1050 1.0065 0.4837
C -0.3199 -0.0870 -1.5057
C 0.3880 -1.3517 0.5736
C -2.2713 0.5889 1.6813
C 1.8563 0.1808 -0.7263
H 2.0354 1.2038 -0.9624
H 2.0183 -0.5115 -1.5396
H -0.1373 -1.0989 -2.1142
H -1.9370 -0.4402 1.9192
H -1.3348 -0.1860 -1.2990
H 0.5600 1.5727 1.1898
H 0.7927 -2.3109 0.1048
H -0.7178 -1.6840 0.5425
H 2.5116 -0.0759 0.0756
H -2.2397 1.5032 2.3324
H 0.9312 -1.2657 1.4921
H -0.0105 0.7662 -2.0845
H -0.6154 1.7191 -0.2384
```

As for the relative energy (zero: lowest compared OMol25 entry of this formula, charge and spin): 27.90 kcal/mol. The molecular weight is 187.3 u. The value obtained for the energy is -24712.0101 eV. Its net charge is 0. For the largest force on an atom, the calculation gives 4.8 eV/Å. The LUMO energy (alpha / beta) comes out at -0.69 / -0.69 eV.